The following is a DFT calculation (the ωB97M-V functional and the def2-TZVPD basis) of 2 unconnected molecules or ions with the total composition C2H7NO6S.

Structure (ORCA input):
```
! RIJCOSX wB97M-V def2-TZVPD def2/J DEFGRID3
* xyz 0 1
C -1.241 0.437 -0.671
C -0.832 -0.984 -0.193
N -1.443 1.360 0.530
O 1.776 -0.768 1.403
O 1.949 1.501 0.390
O 2.092 -0.541 -0.966
O -0.342 0.920 -1.563
O -0.166 -1.742 -0.826
O -1.170 -1.359 1.076
S 1.257 0.248 0.146
H -2.166 0.378 -1.281
H 2.665 -0.775 1.523
H -1.908 0.787 1.339
H -0.612 1.816 0.972
H -0.644 1.773 -1.769
H 1.328 -0.970 -1.432
H -0.544 -2.081 1.323
*
```

Calculated values
LUMO energy (eV): 0.589
E_tot (Eh): -984.7290
HOMO level (eV): -10.03
ΔE to the lowest compared entry with this formula, charge and spin (kcal/mol): 0.0